C32H47AuBN9O2 | ωB97M-V/def2-TZVPD

**LUMO energy**: -2.3 eV
**ΔE to the lowest compared entry with this formula, charge and spin**: 23.08 kcal/mol
**HOMO energy**: -8.960 eV
**Total charge**: 0

```
92
Properties=species:S:1:pos:R:3:mulliken_charge:R:1
Au -1.1153 -1.4909 -0.0462 1.7647
C -3.5833 0.3103 -4.0976 -1.5733
C -2.6075 -0.5625 -3.3087 0.9039
C -2.0824 -1.7204 -4.1614 -1.5870
C -1.4616 0.2537 -2.7936 -1.0291
C -0.6260 1.1319 -3.4888 -0.4618
C 0.3434 1.5380 -2.5905 0.1881
C 1.5932 2.2898 -2.9633 -0.0971
C 1.8689 3.5955 -2.2226 -1.4076
C 2.7895 1.3351 -2.9113 -1.1539
N 0.0610 0.9663 -1.3962 0.9812
N -1.0352 0.1759 -1.5389 0.6168
B 0.7158 1.0032 0.0063 -0.5175
N 1.4892 -0.3536 0.2097 1.1482
N 0.9048 -1.5286 -0.1772 -0.0700
C 1.7892 -2.5217 -0.0450 -0.5131
C 2.9711 -1.9771 0.4435 -0.5809
C 2.7373 -0.6204 0.6224 0.0325
C 3.6577 0.3459 1.3230 0.1003
C 4.3091 1.4075 0.4372 -1.5490
C 2.9720 0.9619 2.5446 -1.2107
C 1.4861 -3.9433 -0.3959 0.8485
C 2.4911 -4.4519 -1.4316 -1.6371
C 1.4893 -4.8205 0.8574 -1.4054
N -0.3665 1.0554 1.1478 1.0761
N -0.6777 -0.1561 1.7045 -0.9176
C -1.2260 0.0552 2.8981 -0.0037
C -1.2719 1.4300 3.1298 -1.3089
C -0.7457 2.0323 2.0003 -0.2295
C -0.6960 3.5122 1.7373 0.6934
C -0.8054 3.8924 0.2661 -0.8749
C 0.5282 4.1600 2.3925 -1.4717
C -1.6407 -1.0636 3.8113 0.4512
C -0.5660 -2.1487 3.8701 -1.2955
C -2.9998 -1.6599 3.4360 -1.3215
H -4.4343 -0.2850 -4.4309 0.4635
H -3.9520 1.1423 -3.4968 0.2935
H -3.1001 0.7226 -4.9865 0.2998
H -3.1254 -0.9857 -2.4451 0.0561
H -1.5630 -1.3379 -5.0434 0.3641
H -1.3992 -2.3492 -3.5919 0.2784
H -2.9118 -2.3450 -4.4968 0.4208
H -0.6950 1.4205 -4.5241 0.4754
H 1.4317 2.5554 -4.0115 0.4299
H 2.1652 3.4261 -1.1878 0.0384
H 2.6892 4.1184 -2.7173 0.5238
H 0.9964 4.2480 -2.2307 0.3989
H 2.9310 0.9527 -1.9019 0.0128
H 2.6331 0.4817 -3.5725 0.3727
H 3.7053 1.8463 -3.2140 0.3930
H 1.4843 1.9039 0.0968 -0.3227
H 3.8821 -2.5043 0.6716 0.6025
H 4.4630 -0.2943 1.6944 0.5570
H 3.5825 2.1367 0.0803 0.1466
H 5.0644 1.9437 1.0137 0.5290
H 4.7986 0.9599 -0.4283 0.3549
H 2.1718 1.6413 2.2544 0.1304
H 2.5379 0.1892 3.1815 0.2742
H 3.6977 1.5253 3.1333 0.4938
H 0.4943 -3.9597 -0.8464 -0.0727
H 3.5056 -4.4479 -1.0275 0.3185
H 2.2476 -5.4760 -1.7166 0.4549
H 2.4806 -3.8347 -2.3307 0.3760
H 2.4777 -4.8212 1.3228 0.3549
H 0.7576 -4.4703 1.5845 0.2336
H 1.2395 -5.8495 0.5945 0.4222
H -1.6845 1.9289 3.9912 0.5294
H -1.5854 3.8991 2.2448 0.5517
H 0.1413 3.7251 -0.2417 -0.1479
H -1.5801 3.3284 -0.2546 -0.2232
H -1.0466 4.9525 0.1782 0.6230
H 1.4458 3.8229 1.9044 0.1320
H 0.4783 5.2457 2.2970 0.4877
H 0.5941 3.9096 3.4516 0.3693
H -1.7352 -0.6089 4.8017 0.5122
H -0.4612 -2.6384 2.8997 0.0477
H 0.4016 -1.7329 4.1570 0.3213
H -0.8439 -2.9117 4.5987 0.4603
H -2.9304 -2.2279 2.5077 0.1287
H -3.3290 -2.3447 4.2193 0.5060
H -3.7584 -0.8833 3.3303 0.2771
O -1.7725 -3.4104 -1.3121 -0.4511
C -1.9100 -4.0884 -0.2655 0.0021
O -1.5879 -3.6889 0.8753 -0.4151
H -2.3272 -5.1009 -0.3621 0.4010
N -3.0999 -1.1960 0.1121 -0.5472
C -3.4918 -0.1066 0.3608 0.5686
C -3.9290 1.1433 0.6260 0.7723
C -4.3301 1.5250 1.9373 -0.0313
N -4.6616 1.8374 2.9941 -0.6150
C -3.9654 2.0822 -0.4457 0.1291
N -3.9773 2.8521 -1.3017 -0.6514
```

C3H10N2O | ωB97M-V/def2-TZVPD

**SMILES**: NC[C@H](N)CO
**LUMO energy**: 0.9 eV
**ΔE to the lowest compared entry with this formula, charge and spin**: 28.95 kcal/mol
**HOMO energy**: -9.270 eV
**Total charge**: 0

```
16
Properties=species:S:1:pos:R:3:mulliken_charge:R:1
N 0.0563 -2.4828 0.0189 -0.6128
C -0.2964 -1.2576 -0.6735 -0.8614
C 0.2803 0.0730 -0.1585 0.1248
N 0.6027 0.1106 1.2690 -0.5805
C -0.6599 1.2362 -0.4807 -0.4802
O -0.1587 2.4974 -0.0966 -0.4885
H 0.2201 -2.3694 1.0123 0.2446
H 0.9051 -2.8983 -0.3454 0.2472
H -0.2363 -1.4185 -1.7447 0.4221
H -1.3877 -1.1511 -0.5757 0.3201
H 1.2611 0.3105 -0.6073 0.2935
H 1.3517 -0.4964 1.5626 0.2323
H -0.2341 -0.0948 1.8150 0.2434
H -1.5385 1.1062 0.1603 0.3171
H -0.9352 1.1859 -1.5408 0.2669
H 0.8103 2.5294 -0.0864 0.3114
```

C5H11NO | ωB97M-V/def2-TZVPD

**LUMO energy**: -0.8 eV
**ΔE to the lowest compared entry with this formula, charge and spin**: 134.37 kcal/mol
**HOMO energy**: -9.199 eV
**Total charge**: 0

```
18
Properties=species:S:1:pos:R:3:mulliken_charge:R:1
C 0.2193 0.1077 -0.9715 0.4375
C 1.7826 0.3799 -0.5940 -0.7099
C 2.3291 -0.5487 0.4729 -1.0026
N -0.4735 0.7973 0.0938 -0.3411
C -2.0383 0.4129 0.0624 -0.3255
C -2.8932 -0.2191 0.9021 -0.5272
O -0.1434 -1.1775 -1.0056 -0.6833
H -1.4191 -0.8393 -0.5196 0.3624
H -0.0506 0.7984 1.0186 0.2365
H 0.0146 0.6344 -1.9176 0.1851
H 1.9267 1.4312 -0.3429 0.3350
H 2.2715 0.1639 -1.5470 0.3261
H -2.4281 1.4005 -0.1978 0.2623
H 1.8857 -0.3611 1.4530 0.2894
H 3.4094 -0.3958 0.5613 0.3450
H 2.1656 -1.5925 0.1945 0.2577
H -3.7783 0.2916 1.2642 0.2639
H -2.7802 -1.2839 1.0731 0.2886
```

C25H36NO11 | ωB97M-V/def2-TZVPD

**LUMO energy**: 0.1 eV
**HOMO energy**: -1.511 eV
**Total charge**: -1

```
73
Properties=species:S:1:pos:R:3:mulliken_charge:R:1
C -0.2348 -1.7498 1.4084 -0.4349
O -1.5630 -1.9665 2.0130 -0.3158
C -2.2531 -0.6825 2.2531 -0.3625
C -2.3073 -0.2634 3.8397 -0.6238
C -0.8775 -0.3875 4.6357 -0.5342
C 0.0125 1.0111 4.4543 -0.5786
C 1.6251 0.7746 4.7985 -0.5591
C 2.6056 1.1586 3.4991 0.3275
C 3.4531 2.5446 3.7214 -0.9529
C 4.3670 3.0136 2.4439 -0.2605
C 3.4887 3.4359 1.1013 -0.4332
N 3.7651 2.4509 -0.0544 -1.0168
O 2.9683 1.4077 0.2349 0.2597
C 3.5372 0.1248 -0.2034 -0.3002
C 5.1063 -0.1200 0.2031 0.2355
C 5.6589 -1.3166 -0.8264 -1.0360
O 5.2626 -0.6927 1.5715 -0.5921
H 0.5055 -1.2731 2.2123 0.1062
H 0.2498 -2.7695 1.0329 0.2834
H -0.2627 -1.0167 0.4951 0.2336
H -3.3589 -0.8230 1.8269 0.2043
H -1.7857 0.2229 1.6363 0.2686
H -3.0607 -1.0171 4.3647 0.2858
H -2.6480 0.8663 3.9349 0.2975
H -0.2665 -1.3306 4.2666 0.2511
H -1.0241 -0.5014 5.8149 0.3131
H -0.3999 1.8453 5.1683 0.3102
H -0.1810 1.3666 3.3562 0.2565
H 1.7323 -0.3963 4.9705 0.2753
H 1.9437 1.3920 5.7507 0.3243
H 3.3724 0.2699 3.3191 0.0491
H 1.8619 1.3166 2.5968 -0.0391
H 2.6891 3.4040 3.9461 0.2416
H 4.1321 2.3797 4.6796 0.2967
H 5.2501 2.2603 2.1900 0.0524
H 4.9160 4.0185 2.7810 0.3279
H 2.3569 3.2497 1.3902 0.1626
H 3.6953 4.5523 0.7577 0.2557
H 3.3795 -0.1049 -1.3590 0.1030
H 2.9120 -0.7223 0.3598 0.1071
H 5.8173 0.7924 0.0247 0.3205
H 5.9266 -0.7595 -1.8264 0.2805
H 6.5383 -1.9416 -0.3692 0.3001
H 4.6925 -1.9830 -1.0434 0.2098
H 5.7914 -0.0770 2.1590 0.3241
C -5.9034 -3.0713 -0.9615 -1.0301
C -5.9720 -2.5138 -2.1719 0.4417
C -4.7412 -2.1831 -2.9423 0.9136
O -4.8362 -1.6888 -4.0601 -0.6498
C -3.4399 -2.4642 -2.3160 -0.7775
C -3.3715 -3.0185 -1.1041 0.3332
C -4.6022 -3.3744 -0.3459 0.9597
O -4.5073 -3.8997 0.7582 -0.6218
O -2.1518 -3.2830 -0.5086 -0.5525
O -7.1914 -2.2236 -2.7558 -0.5855
H -6.7900 -3.3189 -0.3914 0.4147
H -2.5533 -2.2026 -2.8793 0.4360
H -2.3678 -3.6840 0.3615 0.3354
H -6.9753 -1.8281 -3.6283 0.3431
C -2.9450 0.8962 -4.7928 -0.9403
C -3.0137 1.4537 -6.0033 0.4003
C -1.7829 1.7844 -6.7736 0.8608
O -1.8779 2.2787 -7.8915 -0.6578
C -0.4816 1.5032 -6.1474 -0.8315
C -0.4131 0.9489 -4.9355 0.2608
C -1.6438 0.5931 -4.1773 1.0085
O -1.5489 0.0678 -3.0731 -0.5588
O 0.8065 0.6845 -4.3399 -0.5760
O -4.2331 1.7439 -6.5872 -0.5973
H -3.8317 0.6486 -4.2228 0.3862
H 0.4050 1.7649 -6.7107 0.4180
H 0.5905 0.2834 -3.4699 0.3036
H -4.0170 2.1393 -7.4597 0.3392
```

CH3NO2P | ωB97M-V/def2-TZVPD

**LUMO energy**: 4.4 eV
**ΔE to the lowest compared entry with this formula, charge and spin**: 16.97 kcal/mol
**HOMO energy**: -3.308 eV
**Total charge**: -1

```
8
Properties=species:S:1:pos:R:3:mulliken_charge:R:1
C 2.2023 0.0670 -0.0927 0.6680
N 0.6705 -0.7093 0.7320 -0.5548
O 3.0002 -0.8034 0.0239 -0.5981
O 2.0341 1.1841 -0.4525 -0.5637
P -0.7045 -0.0352 -0.0193 -0.0719
H 0.8348 -1.6921 0.7674 0.1771
H -0.5176 0.0232 -1.4447 -0.0585
H -0.1263 1.1651 0.1226 0.0019
```

| no. | M (Da) | F_max (eV/A) |
| --- | --- | --- |
| 1 | 797.57 | 0.34 |
| 2 | 90.13 | 1.54 |
| 3 | 101.15 | 3.93 |
| 4 | 526.56 | 5.12 |
| 5 | 92.01 | 2.93 |